C34H27AsClN2O5Pd as an isolated structure. Source: OMol25; level of theory: ωB97M-V/def2-TZVPD.

XYZ file:
```
71
C34H27AsClN2O5Pd (ωB97M-V/def2-TZVPD)
Pd -1.60648 -1.61750 -1.42170
N -2.47123 -0.12135 -2.50959
N -3.83393 -0.06754 -2.12480
C -4.43017 -1.27736 -1.66696
O -5.65491 -1.32076 -1.65569
O -3.60538 -2.15720 -1.24442
H -2.03011 0.79158 -2.29925
H -2.36346 -0.39473 -3.48273
H -4.42772 0.47903 -2.73082
O -1.44040 2.35044 -1.57417
As -0.87559 2.27763 -0.02962
C 1.02946 2.51172 0.02002
C 1.71317 2.72751 1.21254
C 3.08149 2.95027 1.18831
C 3.75881 2.96833 -0.02506
C 3.07328 2.76117 -1.21236
C 1.70450 2.52972 -1.19269
C -1.33866 0.71413 0.97779
C -2.63826 0.19839 0.91636
C -2.96535 -0.91340 1.68125
C -2.00668 -1.51687 2.47943
C -0.71666 -1.01819 2.52010
C -0.37924 0.09778 1.77276
C -1.55111 3.77975 0.98966
C -2.74274 3.67696 1.69874
C -3.26646 4.78886 2.34306
C -2.60217 6.00532 2.28226
C -1.41220 6.11119 1.57595
C -0.88865 5.00160 0.92848
H 1.17983 2.73692 2.15662
H 3.61877 3.11054 2.11437
H 4.82870 3.13366 -0.04329
H 3.60736 2.75440 -2.15376
H 1.15142 2.34699 -2.10626
H -3.37486 0.62797 0.24811
H -3.95492 -1.34105 1.59544
H -2.25832 -2.40607 3.04303
H 0.03967 -1.51563 3.11385
H 0.64287 0.45630 1.77521
H -3.25992 2.72819 1.76106
H -4.19460 4.70225 2.89330
H -3.01176 6.87166 2.78614
H -0.89103 7.05884 1.52641
H 0.03943 5.08890 0.37603
C 0.19928 -0.93496 -1.60847
C 1.31790 -0.47661 -1.73445
C 2.62899 0.07269 -1.88442
C 3.50336 0.14377 -0.79352
C 4.76605 0.69639 -0.92960
C 5.19020 1.19009 -2.15687
C 4.33580 1.11819 -3.24948
C 3.07130 0.56716 -3.11687
H 3.17002 -0.24141 0.16150
H 5.42498 0.74247 -0.07082
H 6.17849 1.61982 -2.26231
H 4.65803 1.49220 -4.21402
H 2.40470 0.50887 -3.96751
Cl 1.05735 -8.83812 2.58607
C 0.53861 -7.50071 1.58406
C 0.20531 -7.73646 0.26125
C -0.20003 -6.66949 -0.52610
C -0.27961 -5.38707 0.00016
C 0.05634 -5.17754 1.33220
C 0.47146 -6.23168 2.13279
C -0.72675 -4.24211 -0.89323
O -0.90351 -3.14427 -0.25298
O -0.87238 -4.44323 -2.09198
H 0.26512 -8.73893 -0.14023
H -0.46098 -6.80846 -1.56682
H -0.01504 -4.17386 1.72920
H 0.73925 -6.07711 3.16932
```

Output
LUMO (eV): 2.363
Net charge: -1
Energy relative to the best compared isomer or geometry (same formula, charge and spin) (kcal/mol): 0.0
Molar mass (Da): 760.4
HOMO (Eh): -0.20087
HOMO-LUMO gap (eV): 7.83

Atom charges from the Mulliken analysis, given in e for atoms 1 to 4: atom 1 (Pd): 0.42, atom 2 (N): -0.31, atom 3 (N): -0.16, atom 4 (C): 0.58


C34H28IrN3O7S5 as an isolated structure. Source: OMol25; level of theory: ωB97M-V/def2-TZVPD.

XYZ file:
```
78
C34H28IrN3O7S5 (ωB97M-V/def2-TZVPD)
Ir -0.09110 -0.02936 0.37956
O -1.47088 -5.15511 -2.60697
C -1.19123 -4.06452 -1.88578
C -0.00241 -3.88537 -1.18344
C 0.16920 -2.71433 -0.48224
N -0.75505 -1.75487 -0.44020
C -1.90541 -1.92734 -1.10238
C -2.16051 -3.06045 -1.83814
C -2.97614 -0.89575 -0.91336
O -4.07708 -0.97973 -1.34673
O -2.53404 0.15520 -0.13589
C 1.41321 -2.41238 0.31678
O 2.33181 -3.18801 0.37223
O 1.38721 -1.24152 0.92078
H -0.75640 -5.80189 -2.55577
H 0.79149 -4.62157 -1.15986
H -3.11084 -3.17339 -2.34035
O -1.13621 0.17877 2.08008
C -2.45581 -0.26608 2.22470
C -2.53931 -1.77901 2.16445
C -1.54266 -2.63789 2.51481
C -1.91223 -4.00173 2.35630
C -3.18626 -4.14585 1.89765
S -3.94793 -2.63095 1.66599
C -2.98020 0.23287 3.55014
C -3.80086 -0.39026 4.43954
C -4.13384 0.43121 5.55376
C -3.55832 1.65950 5.47968
S -2.60883 1.83193 4.06593
C -3.22851 0.38498 1.07194
C -4.33556 1.11821 1.09882
C -4.93009 1.83715 -0.01005
C -4.28961 2.67192 -0.90051
S -2.69154 3.16878 -0.81499
H -0.57818 -2.29481 2.86320
H -1.26306 -4.83523 2.58363
H -3.72719 -5.05831 1.70471
H -4.15275 -1.40373 4.31152
H -4.76407 0.11393 6.37109
H -3.62861 2.46822 6.18909
H -4.86825 1.13908 2.04389
H -6.00787 1.75367 -0.10374
H -4.90694 3.09117 -1.68896
O 0.53949 1.87144 0.94402
S 1.35116 1.90623 2.25518
C 0.67678 3.23886 3.26390
C 1.89285 4.00898 3.76360
C 2.78437 4.18618 2.53575
C 2.88781 2.80935 1.88240
H 0.04830 2.78955 4.02805
H 0.06011 3.84293 2.59427
H 2.41145 3.44621 4.54311
H 1.58879 4.96162 4.19496
H 3.76896 4.57887 2.78390
H 2.31104 4.88617 1.84500
H 3.68823 2.20230 2.30485
H 2.99029 2.82708 0.79829
S 2.91715 1.36996 -5.33696
C 2.20826 0.89738 -3.80570
C 0.87603 1.24677 -3.57401
C 0.29733 0.92592 -2.36995
N 0.95282 0.27315 -1.39534
C 2.23486 -0.05559 -1.61029
C 2.89089 0.23671 -2.78737
C 4.44096 0.45125 -5.32370
C 5.63823 1.08338 -5.02881
C 6.80113 0.32248 -5.05005
N 6.82329 -0.97478 -5.33525
C 5.66700 -1.56427 -5.62740
C 4.44946 -0.89913 -5.64124
H 0.29343 1.76306 -4.32475
H -0.72940 1.20242 -2.15683
H 2.74945 -0.55157 -0.79954
H 3.92631 -0.05183 -2.89762
H 5.66935 2.13830 -4.79286
H 7.75648 0.78164 -4.82399
H 5.71420 -2.61983 -5.86876
H 3.53601 -1.41835 -5.89776
```

Output
LUMO (alpha / beta) (eV): -3.220 / -4.266
⟨S²⟩: 0.785
Net charge: +1
Energy relative to the best compared isomer or geometry (same formula, charge and spin) (kcal/mol): 0.0
Molar mass (Da): 943.2
HOMO (alpha / beta) (Eh): -0.39643 / -0.39876
Multiplicity: 2
HOMO-LUMO gap (alpha / beta) (eV): 7.57 / 6.59

Atom charges from the Mulliken analysis, given in e for atoms 1 to 4: atom 1 (Ir): 1.87, atom 2 (O): -0.54, atom 3 (C): 0.64, atom 4 (C): -0.58


C34H28N8O5PtS5Se as an isolated structure. Source: OMol25; level of theory: ωB97M-V/def2-TZVPD.

XYZ file:
```
82
C34H28N8O5PtS5Se (ωB97M-V/def2-TZVPD)
Pt 1.19589 -1.64024 -0.29868
C -4.23458 11.15287 0.03805
O -2.92920 10.68635 -0.10041
C -2.62213 9.39056 -0.13033
C -1.27477 9.10310 -0.14944
C -0.83684 7.78973 -0.22589
C -1.75274 6.71133 -0.24690
C -3.12581 7.02406 -0.19482
C -3.56910 8.35110 -0.12710
C -1.37583 5.32311 -0.30135
N -2.15201 4.24864 -0.30595
C -1.25253 3.14939 -0.31408
C 0.01748 3.57623 -0.37568
N -0.03900 4.94097 -0.36541
C 1.13430 2.73893 -0.34662
C 2.44859 3.18471 -0.13164
C 3.45086 2.26276 -0.08101
C 3.17397 0.90284 -0.16710
N 1.92203 0.46443 -0.33035
C 0.91434 1.36309 -0.39920
C -0.43433 0.81426 -0.50151
N -0.63196 -0.52177 -0.61030
C -1.85030 -1.01020 -0.56805
C -2.92981 -0.18435 -0.36222
C -2.78682 1.17677 -0.22586
C -1.52723 1.72316 -0.33866
H -4.17907 12.22434 -0.06673
H -4.69712 10.91111 0.99636
H -4.87246 10.71951 -0.74109
H -0.57546 9.88201 -0.03543
H 0.26617 7.67200 -0.26423
H -3.82146 6.21768 -0.13618
H -4.61494 8.52888 -0.13203
H 0.72902 5.57231 -0.40397
H 2.64879 4.23546 -0.00839
H 4.44844 2.60151 0.10274
H 3.91774 0.12917 -0.10233
H -1.94581 -2.10072 -0.67205
H -3.91613 -0.59296 -0.33040
H -3.65697 1.76594 -0.01189
O 5.01486 -2.30159 4.11973
C 3.84517 -1.89777 4.54861
O 3.65878 -1.50471 5.67114
C 2.68773 -1.92664 3.60934
C 1.39449 -1.67600 4.01055
N 0.62137 -1.59371 2.92478
N 1.34948 -1.84943 1.81612
C 2.59497 -2.05273 2.21527
C 3.53808 -2.63471 1.19095
O 4.56466 -3.20909 1.52992
O 3.12828 -2.48203 -0.02107
H 4.99116 -2.70513 3.24325
H 1.01615 -1.54621 5.00745
H -0.37432 -1.38239 2.86145
C -1.38845 -7.39732 2.96949
S -1.08632 -7.49687 1.18475
C -2.31084 -6.40977 0.60017
C -2.54621 -5.09668 0.94341
S -1.48551 -4.16214 1.84794
S -3.98890 -4.38289 0.22655
C -4.41896 -5.64706 -0.89636
S -5.58039 -5.61876 -2.01481
S -3.36207 -7.05934 -0.59038
H -0.84923 -8.22732 3.38463
H -2.46172 -7.49073 3.12948
H -1.01864 -6.45639 3.31102
C -0.22161 -3.96002 -3.46167
N 1.12878 -4.50350 -3.39650
C 1.88126 -4.85565 -4.48665
C 3.11895 -5.22241 -4.04771
N 3.07456 -5.20095 -2.67105
C 4.23412 -5.35035 -1.77625
C 1.86791 -4.74136 -2.27062
Se 1.28506 -4.57777 -0.49083
H -0.24622 -3.13022 -4.17399
H -0.47567 -3.60393 -2.46622
H -0.88271 -4.76068 -3.79225
H 1.51321 -4.79331 -5.49796
H 4.01409 -5.43173 -4.63525
H 4.84216 -6.11252 -2.24146
H 3.91497 -5.65133 -0.78250
H 4.75434 -4.38493 -1.66629
```

Output
LUMO (alpha / beta) (eV): -5.521 / -8.355
⟨S²⟩: 6.042
Net charge: +2
Energy relative to the best compared isomer or geometry (same formula, charge and spin) (kcal/mol): 0.0
Molar mass (Da): 1063.0
HOMO (alpha / beta) (Eh): -0.43080 / -0.43085
Multiplicity: 5
HOMO-LUMO gap (alpha / beta) (eV): 6.20 / 3.37

Atom charges from the Mulliken analysis, given in e for atoms 1 to 4: atom 1 (Pt): 1.38, atom 2 (C): -0.80, atom 3 (O): -0.43, atom 4 (C): 0.87


no.,strongest force on any atom (eV/A)
1,1.75
2,0.99
3,2.40